[1]
Formula: C17H33NO2P2Tc
Source: OMol25
Level of theory: the ωB97M-V functional and the def2-TZVPD basis

Its energy above the lowest of the compared OMol25 structures with the same formula, charge and spin is 0.000 eV. For the highest occupied orbital energy (spin up / spin down), the calculation gives -5.8 / -7.5 eV. The LUMO energy (spin up / spin down) is 0.6772 / -0.4374 eV. Its expectation value of S² is 3.8042.

ORCA input file:
```
! RIJCOSX wB97M-V def2-TZVPD def2/J DEFGRID3
* xyz 0 4
Tc 0.05249 -0.32463 0.23879
P 2.34121 -0.25924 0.12177
P -2.38191 0.12157 0.45529
N -0.07175 0.46642 -1.37269
H 0.90726 -1.64438 1.55014
C 2.96074 -1.67777 -0.84002
H 4.05417 -1.71706 -0.77113
H 2.66282 -1.55595 -1.88957
H 2.53443 -2.61490 -0.46197
C 3.37012 -0.26045 1.62474
H 4.41896 -0.40083 1.33912
H 3.06045 -1.07779 2.28468
H 3.25740 0.68865 2.16048
C 3.01801 1.17504 -0.79283
H 4.10559 1.20633 -0.66336
H 2.57366 2.10077 -0.41031
H 2.77679 1.08262 -1.85689
C -3.37230 -1.13392 -0.41775
H -4.43944 -0.89220 -0.34174
H -3.17416 -2.12408 0.00811
H -3.07045 -1.14473 -1.47572
C -3.12994 0.16517 2.11784
H -4.22329 0.15044 2.01306
H -2.82196 1.07960 2.64001
H -2.80726 -0.70940 2.69892
C -2.94116 1.67478 -0.33023
H -4.00322 1.83170 -0.10196
H -2.79990 1.59619 -1.41545
H -2.34160 2.51041 0.04644
C -0.08135 1.30893 -2.43010
C -0.05646 1.73173 -4.82321
C -0.08615 0.83653 -3.77180
C -0.04989 2.71734 -2.19904
C -0.03198 3.60120 -3.26229
C -0.03102 3.11473 -4.57599
H -0.05109 1.35172 -5.84591
H -0.10822 -0.25370 -3.90055
H -0.02805 3.05241 -1.15729
H -0.01419 4.67114 -3.05640
H -0.00702 3.81600 -5.41406
C -0.00421 -2.74884 1.54589
O -0.70788 -2.29229 0.43672
C 0.60774 -4.09133 1.22022
H 1.06967 -4.51649 2.10605
H 1.35504 -4.00221 0.42640
H -0.20185 -4.73813 0.87606
C -0.78273 -2.66936 2.83568
H -1.81609 -3.00206 2.67963
H -0.80191 -1.64748 3.24490
H -0.30526 -3.30032 3.59012
C 0.27792 1.22691 2.95505
C 0.20733 1.40075 1.46640
O 0.24123 2.51687 0.91666
H -0.70532 0.94235 3.36031
H 0.57716 2.19535 3.37852
H 1.01882 0.46593 3.24030
*
```

***

[2]
Formula: C17H34Br14O3
Source: OMol25
Level of theory: the ωB97M-V functional and the def2-TZVPD basis

For the highest occupied orbital energy (spin up / spin down), the calculation gives -0.4 / -6.6 eV. The LUMO energy (spin up / spin down) is 2.0900 / 2.0582 eV. Its expectation value of S² is 0.7535.

ORCA input file:
```
! RIJCOSX wB97M-V def2-TZVPD def2/J DEFGRID3
* xyz -1 2
Br 2.17425 3.25814 3.14930
C 1.46802 2.49746 1.51946
C 1.21322 3.63662 0.59777
Br -0.11387 3.09029 -0.78528
H 0.57391 1.91338 1.73743
H 2.34590 1.88966 1.30035
H 2.11290 3.84651 0.01931
H 0.91617 4.59373 1.02650
Br 1.54802 -0.93497 4.36155
C 3.25872 -1.74235 3.72869
C 3.96143 -0.62104 3.06241
Br 5.47085 -1.45182 2.08287
H 3.05360 -2.56954 3.04914
H 3.82165 -2.06700 4.60380
H 4.39563 -0.01839 3.86014
H 3.33248 0.02213 2.44691
Br 0.13452 -1.11980 -2.73485
C -0.76469 -1.54420 -1.01682
C -0.43676 -0.48879 -0.02909
Br 1.33138 -1.10553 0.74753
H -0.51616 -2.53198 -0.62870
H -1.82409 -1.55628 -1.27297
H -1.18918 -0.46331 0.75915
H -0.26690 0.55785 -0.28167
Br -6.64517 0.73131 -5.04799
C -4.99062 0.51866 -3.90683
C -5.18975 1.16355 -2.55594
Br -3.46647 0.93118 -1.56537
H -4.11614 0.94124 -4.40162
H -4.76726 -0.53904 -3.76726
H -6.06734 0.74222 -2.06562
H -5.37071 2.23829 -2.53850
Br -2.67966 -3.11175 2.29362
C -1.53323 -4.70821 2.57431
C -0.11466 -4.14626 2.46120
Br 1.35084 -5.22489 3.11092
H -1.76490 -5.47225 1.83224
H -1.74215 -5.06205 3.58388
H 0.21564 -3.23811 2.96543
H 0.10101 -4.04969 1.39712
Br 5.64227 -1.71972 -1.82083
C 4.13852 -2.73245 -0.94153
C 3.13198 -3.22569 -2.01311
Br 1.60993 -4.26459 -1.11038
H 3.63399 -2.05863 -0.24905
H 4.64822 -3.52305 -0.39085
H 3.57639 -3.81357 -2.81623
H 2.73952 -2.35326 -2.53554
Br 3.37526 0.91799 -5.79556
C 1.47251 1.44648 -6.03812
C 0.94141 2.02497 -4.73570
Br -0.86588 2.71378 -5.15446
H 0.88664 0.54126 -6.19764
H 1.57056 2.20330 -6.81639
H 1.52855 2.89309 -4.43615
H 0.78433 1.22630 -4.01075
C -1.69251 0.73345 3.82278
O -2.22570 1.37469 2.66338
C -2.22188 2.67273 2.52454
O -1.82878 3.42834 3.40262
O -2.85292 2.97074 1.38479
C -3.04212 4.29796 0.90587
H -0.78687 1.10466 4.30247
H -1.60129 -0.31765 3.54897
H -2.41233 0.71458 4.64107
H -2.50491 5.11133 1.39366
H -4.10866 4.51931 0.94579
H -2.75667 4.30898 -0.14603
*
```

***

[3]
Formula: C17H34F6N2O7Si
Source: OMol25
Level of theory: the ωB97M-V functional and the def2-TZVPD basis

Its energy above the lowest of the compared OMol25 structures with the same formula, charge and spin is 1.918 eV. For the highest occupied orbital energy, the calculation gives -8.5 eV. Its structure (SMILES) is O=C(O)C(F)(F)C(F)(F)C(F)(F)C(=O)[SiH3].COCCNCCOC.COCCNCCOC. The LUMO energy is -1.2621 eV.

ORCA input file:
```
! RIJCOSX wB97M-V def2-TZVPD def2/J DEFGRID3
* xyz 0 1
O 2.67443 0.34063 -1.17619
C 2.85789 1.30797 -1.96748
O 3.08097 0.96090 -3.33025
C 2.90142 2.82769 -1.47768
F 3.91755 3.48188 -2.20319
F 3.21840 2.78474 -0.08518
C 1.54507 3.68401 -1.61701
F 1.89254 4.87580 -2.34068
F 1.17527 4.12749 -0.32762
C 0.34388 3.01770 -2.42806
F -0.64880 4.05179 -2.57662
F 0.66911 2.63589 -3.75526
C -0.42951 1.84401 -1.61559
O -0.87395 2.07739 -0.45907
Si -0.71038 0.08562 -2.38385
H 2.50928 0.20096 -3.57566
H 0.10400 -0.81672 -1.53664
H -0.06070 0.05823 -3.71126
H -2.10998 -0.32630 -2.40694
C 5.88071 -6.15334 -1.84543
O 4.59710 -6.62393 -1.46522
C 4.40815 -6.69819 -0.05080
C 3.45890 -5.59995 0.43606
N 4.07961 -4.27805 0.34543
C 3.14222 -3.15762 0.47774
C 1.97755 -3.06528 -0.52185
O 2.37234 -2.74375 -1.85471
C 2.86776 -3.84600 -2.59680
H 6.00829 -6.35032 -2.91150
H 5.96699 -5.07454 -1.69119
H 6.67410 -6.66931 -1.29808
H 5.35710 -6.68414 0.49297
H 3.93366 -7.66584 0.14316
H 3.18199 -5.79752 1.47630
H 2.55321 -5.66016 -0.17501
H 4.54725 -4.19172 -0.54749
H 3.73755 -2.24461 0.38712
H 2.73482 -3.16700 1.49517
H 1.34704 -2.22661 -0.19866
H 1.32757 -3.94541 -0.50815
H 2.35655 -4.78078 -2.35364
H 3.94432 -3.94120 -2.45385
H 2.70433 -3.63737 -3.65565
C -6.41673 4.32074 4.23932
O -6.19626 4.64473 2.87572
C -4.97867 5.35598 2.64374
C -3.94460 4.46574 1.94918
N -3.44669 3.42376 2.84751
C -2.71270 2.34505 2.17642
C -3.44005 1.54484 1.08279
O -4.48496 0.70540 1.56624
C -5.70738 1.37547 1.82324
H -7.45392 3.99680 4.34398
H -5.77413 3.49568 4.55758
H -6.25464 5.18636 4.88731
H -4.58030 5.80068 3.56028
H -5.22976 6.17668 1.96359
H -3.10549 5.08256 1.61268
H -4.42751 4.03640 1.06617
H -4.22695 3.01165 3.34229
H -2.40764 1.64524 2.95995
H -1.79310 2.76427 1.75492
H -2.70213 0.86186 0.64496
H -3.79184 2.16848 0.25527
H -5.90049 2.18432 1.11407
H -5.72528 1.74375 2.84932
H -6.51440 0.64651 1.73179
*
```

***

[4]
Formula: C17H34MoNPSi
Source: OMol25
Level of theory: the ωB97M-V functional and the def2-TZVPD basis

Its energy above the lowest of the compared OMol25 structures with the same formula, charge and spin is 3.119 eV. For the highest occupied orbital energy (spin up / spin down), the calculation gives -14.4 / -14.4 eV. The LUMO energy (spin up / spin down) is -7.2009 / -7.4300 eV. Its expectation value of S² is 2.0538.

ORCA input file:
```
! RIJCOSX wB97M-V def2-TZVPD def2/J DEFGRID3
* xyz 2 3
C 0.06055 -4.35052 -0.92186
C 1.05038 -3.84975 -0.06557
C 1.20960 -2.46251 0.12838
C 0.35036 -1.58423 -0.56223
C -0.70072 -2.09848 -1.35003
C -0.83091 -3.47439 -1.55739
C 2.24240 -1.95325 1.12258
C 2.80366 -0.55191 0.97564
N 2.83019 -0.02086 -0.62399
Mo 0.57937 0.58491 -0.26567
C -1.70550 -1.19847 -2.00307
P -1.27882 0.57936 -1.73755
H 1.71182 -4.55134 0.45799
H -1.61166 -3.83805 -2.21101
H -0.03592 -5.41565 -1.09591
H -2.72564 -1.33542 -1.60930
H -1.74751 -1.35000 -3.09230
H 1.80751 -1.97783 2.13425
H 3.09675 -2.64684 1.17324
H 2.32184 0.24440 1.56461
C -2.88137 1.40834 -1.67093
C -0.74814 1.07230 -3.41025
H 3.87181 -0.52587 1.20028
C 2.14253 0.80066 -1.79024
C 3.53327 -1.16677 -1.34817
H -1.30655 0.62462 0.11174
H 3.05532 0.93222 -2.42673
H 1.51866 0.26391 -2.55798
H 1.99493 1.89294 -1.61586
H 2.85273 -1.97360 -1.64975
H 4.00629 -0.72134 -2.22555
H 4.30722 -1.54198 -0.67299
H -1.65029 1.19237 -4.02332
H -0.20560 2.02549 -3.36385
H -0.10265 0.30705 -3.85795
H -3.31945 1.36378 -2.67622
H -3.54216 0.92425 -0.94241
H -2.72261 2.45623 -1.38658
H 3.65752 0.58927 -0.49213
C -3.12597 1.99334 1.91234
Si -1.40770 1.87596 2.66387
C -0.50793 3.50143 2.35032
C -1.56640 1.57719 4.51177
C -0.43457 0.46015 1.78204
H -3.81403 2.45460 2.63544
H -3.51683 0.99868 1.66458
H -3.13191 2.60246 0.99975
H -0.86735 4.29147 3.02769
H 0.57356 3.38731 2.50822
H -0.66556 3.84335 1.31751
H -1.71375 0.51198 4.73251
H -0.67174 1.91128 5.05346
H -2.42843 2.12369 4.91839
H 0.42216 0.25943 2.44659
H -1.03274 -0.46534 1.81362
*
```

***

[5]
Formula: C17H34O2
Source: OMol25
Level of theory: the ωB97M-V functional and the def2-TZVPD basis

Its energy above the lowest of the compared OMol25 structures with the same formula, charge and spin is 13.524 eV. For the highest occupied orbital energy, the calculation gives -9.4 eV. Its structure (SMILES) is CCCCCCCCCCCCCC(=O)OC(C)C. The LUMO energy is 0.7563 eV.

ORCA input file:
```
! RIJCOSX wB97M-V def2-TZVPD def2/J DEFGRID3
* xyz 0 1
C -4.65904 -1.06489 1.27417
C -3.08314 -1.38393 1.42182
C -2.40814 -1.86308 0.15434
C -1.01237 -2.18477 0.36264
C -0.34946 -2.81579 -1.03455
C 1.06040 -3.01460 -0.64052
C 1.79829 -1.84628 0.00303
C 3.37724 -1.86931 -0.42771
C 4.16298 -0.78658 0.31655
C 3.95029 0.57241 -0.06431
C 2.82040 1.51474 0.85024
C 2.28543 2.73265 0.13976
H 2.14324 2.31409 -0.92106
H 3.20786 3.46977 0.31886
C 1.15462 3.15826 0.87138
C -0.09471 2.25383 0.84092
O -0.23321 1.09122 1.33937
O -0.78935 2.72609 -0.20315
C -1.76038 2.11172 -0.82824
C -3.03687 3.01259 -0.94190
H -3.91891 2.40612 -1.50206
H -3.39973 3.60816 -0.00565
H -2.71194 3.79211 -1.76727
C -1.48630 1.28435 -1.82981
H -2.25359 0.81903 -2.63460
H -0.52224 0.58531 -1.76102
H -1.07555 1.74165 -2.77402
H -2.11333 1.46291 -0.00432
H 1.28599 3.13402 2.18225
H 0.96800 4.14689 0.73771
H 2.03346 0.77243 0.92948
H 3.28789 1.47694 1.68767
H 3.58316 0.63079 -1.06570
H 4.80818 1.08219 -0.07329
H 4.00582 -0.94774 1.49064
H 5.31487 -0.82668 0.27897
H 3.68809 -1.88499 -1.53850
H 3.68233 -2.84349 0.36887
H 1.55281 -0.78828 -0.69863
H 1.52671 -1.44309 0.98375
H 1.61635 -3.30676 -1.49477
H 1.10045 -3.69240 0.23711
H -0.96531 -3.59250 -1.20205
H -0.54356 -2.02553 -1.63770
H -1.01101 -2.81668 1.11770
H -0.48019 -1.26707 0.69525
H -2.95343 -3.01657 -0.03294
H -2.59294 -1.42027 -0.62103
H -3.11486 -1.99300 2.14547
H -2.84341 -0.39634 1.76894
H -5.22278 -1.91815 0.85767
H -4.79990 -0.29117 0.33918
H -4.97924 -0.60030 1.99103
*
```

***

[6]
Formula: C17H34O2OsP2
Source: OMol25
Level of theory: the ωB97M-V functional and the def2-TZVPD basis

Its energy above the lowest of the compared OMol25 structures with the same formula, charge and spin is 0.000 eV. For the highest occupied orbital energy (spin up / spin down), the calculation gives -11.5 / -14.0 eV. The LUMO energy (spin up / spin down) is -5.2567 / -9.3331 eV. Its expectation value of S² is 6.0155.

ORCA input file:
```
! RIJCOSX wB97M-V def2-TZVPD def2/J DEFGRID3
* xyz 2 5
P -1.74797 3.04620 -0.57795
P 2.68838 -0.69141 2.64715
C 0.70935 -0.23849 0.41497
C 1.28651 -1.16541 1.47757
H 0.30486 0.69485 0.87400
H 1.46349 0.08454 -0.36236
H 0.46242 -1.56858 2.09664
H 1.71781 -2.01149 0.92964
C 4.28096 -0.39184 1.82013
H 5.03350 -0.02545 2.54662
H 4.17927 0.38048 1.03765
H 4.67424 -1.30567 1.34713
C 2.54695 -1.77771 4.07061
H 2.48407 -2.81879 3.73957
H 1.61568 -1.53991 4.61276
H 3.38755 -1.69776 4.77480
C -2.34040 4.07430 -1.94622
H -2.74589 4.93732 -1.40773
H -3.11359 3.51213 -2.50136
H -1.49458 4.30119 -2.61465
C -3.27524 2.89401 0.40979
H -2.99219 2.89701 1.47131
H -3.84815 1.98360 0.17077
H -3.83269 3.80107 0.13163
Os -0.73548 -1.39040 -1.01143
C -0.59411 -3.24020 -1.47295
C 0.56443 -2.42131 -1.99433
C 0.66168 -2.16748 -3.49443
C -0.46473 -1.23514 -3.96142
C -1.21864 -0.67091 -2.76812
C -2.33006 -1.44907 -2.21525
C -2.66412 -2.81879 -2.79199
C -1.58485 -3.85885 -2.43607
C -0.74554 3.96362 0.63410
H -0.31131 -3.93196 -0.68577
H 1.50779 -2.65984 -1.51099
H 0.60454 -3.10869 -4.06037
H 1.60396 -1.65599 -3.74312
H -0.05388 -0.40936 -4.55983
H -1.12434 -1.78695 -4.63548
H -1.35527 0.41921 -2.77938
H -3.21091 -0.86553 -1.92850
H -2.75534 -2.81163 -3.88456
H -3.66486 -3.14917 -2.46444
H -2.07206 -4.72509 -1.95931
H -1.05523 -4.25311 -3.32003
H -0.75919 3.34675 1.55899
H -1.30538 4.89713 0.76925
H 0.29555 4.10325 0.31453
C 1.61517 2.72448 4.26780
C 1.55158 1.23701 4.15001
O 0.86150 0.47695 4.78603
O 2.38267 0.84030 3.10290
H 0.76544 3.07872 4.85239
H 1.61056 3.17571 3.26432
H 2.53611 2.97212 4.81501
*
```

***

Number 1: strongest force on any atom 0.07287 hartree/bohr. Number 2: strongest force on any atom 0.04926 hartree/bohr. Number 3: strongest force on any atom 0.10904 hartree/bohr. Number 4: strongest force on any atom 0.15409 hartree/bohr. Number 5: strongest force on any atom 0.25880 hartree/bohr. Number 6: strongest force on any atom 0.15323 hartree/bohr.